This record from the OMol25 dataset describes the molecule C13H23N3O5 at a distorted geometry. The level of theory is wB97M-V/def2-TZVPD.

Each line ends with the Löwdin charge.
Positions of all 44 atoms, in Å:
O -2.002 -0.195 -3.353  0.012
O 2.968 0.526 1.982  0.019
O 2.517 1.108 -0.596  0.058
O 3.525 -0.856 -0.882  0.098
O -0.346 -2.557 0.270  0.034
N 1.741 -1.368 2.251  0.129
N 0.123 -0.560 -0.515  0.134
N -2.418 -1.679 -1.661  0.017
C -0.093 -0.840 -1.967  -0.160
C 2.240 0.004 -2.747  -0.085
C 2.865 0.032 -1.372  -0.503
C 0.015 -1.400 0.509  -0.421
C 0.423 -0.847 1.898  -0.181
C -1.581 -0.880 -2.373  -0.397
C 0.711 0.218 -2.781  -0.121
C -3.824 -1.841 -1.962  -0.072
C 2.885 -0.660 2.297  -0.489
C -2.031 -0.810 2.688  -0.067
C -0.574 -1.161 3.040  -0.381
C 4.139 -1.435 2.772  0.022
C -0.267 -0.455 4.349  -0.066
H 2.453 -0.983 -3.175  0.127
H -3.964 -1.996 -3.058  0.095
H 0.468 1.221 -2.433  0.125
H -2.135 0.170 2.202  0.091
H 4.153 -2.468 2.367  0.094
H 4.996 -0.818 2.554  0.081
H 2.740 0.765 -3.370  0.134
H -0.418 0.613 4.231  0.085
H -1.987 -2.245 -0.929  0.106
H -4.334 -0.909 -1.711  0.084
H -2.425 -1.550 1.972  0.075
H -0.570 -2.255 3.178  0.142
H 0.805 -0.571 4.525  0.071
H 0.410 0.228 1.839  0.148
H 1.731 -2.336 2.499  0.151
H 4.077 -1.533 3.848  0.073
H -4.288 -2.683 -1.439  0.085
H 0.435 0.150 -3.827  0.115
H -0.900 -0.849 5.163  0.093
H 0.287 -1.869 -2.166  0.170
H 0.518 0.352 -0.297  0.128
H -2.675 -0.906 3.568  0.081
H 2.867 0.921 0.299  0.064

Results
Frontier orbital gap in eV: 10.2

---

This record from the OMol25 dataset describes a structure of composition C40H100AsF6N6O6 at a distorted geometry. The level of theory is wB97M-V/def2-TZVPD.

Each line ends with the Löwdin charge.
Positions of all 159 atoms, in Å:
As -2.565 15.422 -16.181  0.873
F -3.113 15.354 -14.502  -0.261
F -3.671 14.131 -16.624  -0.258
F -2.017 15.324 -17.902  -0.273
F -1.236 14.356 -15.777  -0.253
F -1.545 16.807 -15.786  -0.259
F -3.905 16.562 -16.587  -0.276
O -8.003 19.627 -12.945  -0.058
O -6.403 14.883 -14.448  -0.059
O -2.297 19.541 -16.230  0.078
O -0.061 15.957 -11.330  -0.030
O 1.204 17.008 -20.823  -0.233
O -1.157 11.145 -20.042  -0.186
N -7.844 14.869 -17.105  -0.314
N -5.042 18.665 -13.343  -0.297
N 2.746 15.021 -18.998  -0.217
N -2.613 10.265 -17.411  -0.193
N -1.311 13.167 -10.964  -0.315
N -1.525 20.303 -17.179  0.153
C -0.761 11.410 -21.415  -0.040
C -1.585 14.259 -12.123  -0.042
C -0.047 20.307 -17.070  -0.376
C -1.113 9.677 -17.259  0.063
C 3.159 16.407 -19.596  -0.042
C -1.502 21.459 -19.434  -0.115
C -5.528 20.102 -12.975  -0.034
C -1.585 11.736 -11.532  0.020
C -2.351 11.353 -15.049  -0.059
C 1.111 14.794 -18.985  -0.049
C 0.012 21.264 -19.466  -0.169
C 2.998 15.877 -16.598  -0.039
C -5.514 18.518 -14.811  -0.008
C 0.587 21.366 -18.077  -0.103
C -2.284 20.539 -18.473  -0.383
C -3.271 10.473 -15.984  -0.113
C -8.831 15.251 -18.296  0.067
C -4.812 9.315 -18.307  -0.048
C -6.410 14.961 -17.603  -0.005
C 3.261 13.994 -20.055  0.019
C -2.661 19.111 -19.124  0.042
C -5.501 17.451 -12.489  0.065
C -7.749 15.190 -14.472  -0.247
C 0.261 20.767 -15.559  0.012
C 0.142 13.170 -10.410  0.063
C 0.422 18.904 -17.510  0.005
C -3.506 18.638 -13.501  0.001
C -3.527 21.362 -18.075  -0.013
C 0.403 17.376 -22.013  -0.010
C -2.299 13.392 -9.857  -0.005
C -2.721 11.645 -18.159  -0.040
C 2.554 16.914 -20.981  -0.211
C -2.405 11.635 -19.736  -0.223
C -8.070 15.799 -15.853  -0.040
C -1.361 15.773 -11.725  -0.247
C 3.464 14.772 -17.652  -0.105
C 0.665 13.472 -18.135  -0.037
C -8.117 13.413 -16.792  0.005
C -6.924 20.129 -12.186  -0.189
C -3.298 9.071 -18.163  -0.142
H 0.292 16.402 -12.104  0.105
H 0.261 20.240 -19.744  0.102
H 0.036 10.844 -21.899  0.102
H -8.437 16.245 -18.510  0.107
H -1.538 16.580 -12.436  0.108
H -4.970 16.580 -12.874  0.084
H -2.108 14.346 -9.366  0.107
H -3.112 17.644 -13.714  0.066
H -8.462 14.453 -14.103  0.142
H 0.053 12.266 -9.808  0.109
H -7.946 12.746 -17.637  0.112
H -6.284 16.007 -17.881  0.102
H -4.720 20.373 -12.295  0.123
H -0.473 17.934 -21.681  0.072
H -0.158 18.331 -18.233  0.080
H -1.628 22.510 -19.173  0.135
H 1.469 18.886 -17.809  0.097
H -2.221 12.652 -9.061  0.122
H 0.061 16.463 -22.502  0.092
H -1.623 11.228 -22.056  0.100
H -5.391 20.791 -13.809  0.136
H -0.396 12.424 -21.574  0.080
H -0.014 20.194 -14.673  0.076
H -7.990 15.985 -13.767  0.113
H -1.871 12.152 -15.614  0.040
H -5.320 9.237 -17.347  0.078
H -2.627 14.103 -12.401  0.099
H -5.085 10.274 -18.749  0.072
H -4.039 21.792 -18.935  0.117
H -2.522 11.835 -12.079  0.077
H 2.821 16.180 -21.742  0.117
H -3.568 19.219 -19.719  0.108
H -9.876 15.156 -18.002  0.112
H -4.189 20.788 -17.428  0.071
H -3.303 13.415 -10.281  0.109
H -5.122 19.203 -15.563  0.097
H -1.816 21.266 -20.460  0.144
H 3.388 15.579 -15.625  0.085
H -7.505 16.711 -16.045  0.117
H -6.208 14.247 -18.400  0.114
H 2.995 12.963 -19.824  0.100
H -0.645 9.597 -18.240  0.100
H 0.997 12.586 -18.676  0.063
H -3.046 8.074 -17.802  0.142
H 4.518 14.974 -17.842  0.128
H -5.034 8.495 -18.990  0.103
H 1.919 16.032 -16.599  0.055
H -0.782 11.400 -12.188  0.104
H 4.350 14.054 -20.065  0.112
H -3.249 11.106 -20.179  0.115
H -0.035 21.790 -15.328  0.097
H -6.604 18.554 -14.798  0.091
H 3.021 17.836 -21.326  0.142
H -9.162 13.374 -16.483  0.121
H 3.372 13.693 -17.524  0.124
H -5.059 17.896 -11.598  0.111
H -3.138 19.470 -14.102  0.088
H -1.924 12.165 -17.629  0.075
H -8.774 14.495 -19.079  0.110
H 0.928 18.001 -22.735  0.102
H -0.546 10.453 -16.744  0.077
H 0.186 13.981 -9.682  0.109
H 0.759 14.838 -20.015  0.110
H 1.659 21.185 -18.001  0.139
H -6.781 19.668 -11.209  0.122
H 2.974 14.203 -21.085  0.098
H -3.501 9.505 -15.540  0.133
H -8.752 19.378 -12.398  0.110
H 0.497 18.271 -16.625  0.078
H 3.477 16.852 -16.681  0.078
H -1.549 10.690 -14.726  0.072
H 0.295 22.371 -17.770  0.132
H 2.858 17.105 -18.815  0.094
H 1.125 13.406 -17.149  0.067
H -5.808 14.754 -16.718  0.057
H 0.435 21.950 -20.200  0.143
H -6.333 14.056 -13.965  0.111
H -4.211 11.010 -16.115  0.106
H 0.745 15.694 -18.491  0.084
H -2.671 12.599 -20.170  0.131
H -2.892 11.739 -14.184  0.061
H -5.281 17.478 -15.035  0.064
H -1.990 16.054 -10.881  0.117
H -6.580 17.299 -12.457  0.098
H -9.132 16.045 -15.848  0.141
H -7.195 21.169 -12.000  0.134
H -1.661 11.011 -10.722  0.115
H 4.249 16.412 -19.578  0.140
H -0.423 13.456 -18.081  0.030
H -2.810 9.210 -19.128  0.112
H -1.074 8.826 -16.579  0.115
H -1.901 18.464 -19.562  0.072
H 1.328 20.736 -15.340  0.098
H -0.952 14.011 -12.976  0.118
H -3.369 22.244 -17.455  0.104
H -2.946 18.456 -18.300  0.056
H -3.185 18.851 -12.481  0.102
H -3.676 12.123 -17.941  0.108
H -7.403 13.103 -16.029  0.094
H 0.724 13.198 -11.331  0.114

Results
Charge: +5
Frontier orbital gap in eV: 5.7

---

This record from the OMol25 dataset describes a structure of composition C22H16BrCo2N2O6 at a distorted geometry. The level of theory is wB97M-V/def2-TZVPD.

Each line ends with the Löwdin charge.
Positions of all 49 atoms, in Å:
Br 0.194 -0.266 -5.117  0.762
Co 1.577 3.878 2.515  0.069
Co 1.542 0.965 2.989  0.026
O -0.373 3.459 0.394  0.093
O 4.293 1.428 2.102  0.090
O 0.425 0.511 0.314  0.099
O 3.995 5.136 1.482  0.069
O 1.615 -1.698 4.321  0.095
O 0.203 6.131 3.719  0.091
N 1.173 -3.341 -5.246  -0.224
N 0.292 -1.997 -1.371  0.047
C 0.825 0.678 1.386  -0.133
C 1.199 -3.685 -2.846  -0.013
C 2.259 -4.265 -5.508  -0.075
C -2.399 1.275 3.402  -0.238
C 3.002 4.665 1.848  -0.190
C 3.196 1.312 2.452  -0.160
C -3.567 0.194 1.565  -0.099
C 0.898 -2.894 -3.979  -0.268
C -2.420 0.354 2.338  -0.038
C 0.045 -1.203 -2.423  -0.188
C 0.327 -1.589 -3.743  -0.551
C -1.232 1.638 4.161  -0.095
C 1.160 2.450 3.908  -0.264
C 0.335 -3.137 -6.414  -0.125
C 1.719 -0.671 3.808  -0.089
C 0.860 -3.192 -1.566  -0.135
C 0.438 3.650 1.203  -0.175
C 0.041 1.635 3.697  -0.301
C -4.697 1.859 2.885  -0.119
C 0.763 5.282 3.169  -0.189
C -3.567 2.023 3.658  -0.063
C -4.725 0.932 1.842  -0.125
H 1.491 2.630 4.948  0.071
H 1.062 -3.792 -0.679  0.103
H -3.586 -0.517 0.738  0.096
H -3.525 2.745 4.467  0.100
H 0.908 -2.610 -7.197  0.082
H -0.562 -2.558 -6.173  0.042
H -5.584 2.433 3.127  0.089
H -5.628 0.810 1.252  0.083
H 0.033 -4.126 -6.808  0.088
H 2.962 -4.293 -4.670  0.085
H -1.510 -0.210 2.103  0.097
H 1.868 -5.280 -5.682  0.090
H -0.379 -0.235 -2.193  0.096
H 2.804 -3.937 -6.404  0.089
H 1.665 -4.668 -2.922  0.099
H -1.411 2.095 5.148  0.106

Results
Charge: -1
Frontier orbital gap in eV: 5.8

---

Question: Among the records above, which one has the highest frontier orbital gap?
Answer: C13H23N3O5